Arrangement 1

The following is a DFT calculation (ωB97M-V with the def2-TZVPD basis set) of C20H19N3O3 in the gas phase.

Atoms and positions in Å:
C 5.1990 -3.3682 3.7239
C 4.4038 -3.6461 2.4521
O 3.4703 -2.6259 2.1585
C 2.3239 -2.5190 2.8975
C 1.8728 -3.4364 3.8322
C 0.6818 -3.2183 4.5089
C -0.0537 -2.0738 4.2760
C 0.3861 -1.1447 3.3466
C 1.5560 -1.3646 2.6350
N 2.0675 -0.4653 1.6964
C 1.4372 0.3495 0.8048
O 2.0534 1.0917 0.0612
N 0.0587 0.3477 0.8342
N -0.5634 1.0397 -0.2142
C -1.6261 0.4445 -0.8226
O -2.1001 -0.5877 -0.3740
C -2.1742 1.1665 -1.9948
C -2.9552 0.4191 -2.9028
C -3.4954 1.0108 -4.0062
C -3.2955 2.3850 -4.2590
C -3.8404 3.0286 -5.3889
C -3.6357 4.3637 -5.5988
C -2.8776 5.1174 -4.6884
C -2.3360 4.5237 -3.5835
C -2.5265 3.1465 -3.3387
C -1.9739 2.5092 -2.2107
H 5.7181 -2.4170 3.6355
H 4.5432 -3.3224 4.5899
H 5.9312 -4.1562 3.8761
H 5.0733 -3.6511 1.5874
H 3.9063 -4.6217 2.5060
H 2.4337 -4.3339 4.0392
H 0.3423 -3.9481 5.2276
H -0.9684 -1.8933 4.8183
H -0.1670 -0.2325 3.1933
H 3.0649 -0.5455 1.5413
H -0.4539 -0.5095 1.0367
H 0.0870 1.6572 -0.6891
H -3.1086 -0.6284 -2.6920
H -4.0891 0.4358 -4.7022
H -4.4241 2.4450 -6.0864
H -4.0565 4.8500 -6.4667
H -2.7268 6.1713 -4.8705
H -1.7510 5.0991 -2.8803
H -1.4114 3.1075 -1.5087

Output
* HOMO: -8.3 eV

Arrangement 2

The following is a DFT calculation (ωB97M-V with the def2-TZVPD basis set) of C20H19N3O3 in the gas phase.

Atoms and positions in Å:
C -1.7741 -1.8320 2.7533
N -1.0493 -0.6327 2.3717
C -1.5894 0.6016 2.7007
O -2.6469 0.6893 3.2884
C -0.7840 1.7476 2.2816
C -1.2256 3.0361 2.5837
C -0.4947 4.1341 2.1894
C 0.6866 3.9482 1.4800
C 1.1395 2.6823 1.1693
C 0.4105 1.5603 1.5733
N 0.8236 0.2762 1.2808
C 2.0629 0.0417 0.5747
C 2.1744 0.4994 -0.8834
O 3.1745 1.0925 -1.2433
N 1.2058 0.1297 -1.7486
C 1.5143 0.0993 -3.1734
C 1.4010 -1.3320 -3.7400
C 1.1115 -2.3579 -2.6320
C -0.0755 -1.8724 -1.8617
C -1.2315 -2.5918 -1.6194
C -2.2975 -1.9897 -0.9707
C -2.2306 -0.6567 -0.6001
C -1.0807 0.0762 -0.8418
C 0.0058 -0.5491 -1.4313
C 0.1162 -0.8429 1.6701
O 0.5017 -1.9642 1.4134
H -2.0097 -2.4136 1.8624
H -1.1585 -2.4393 3.4161
H -2.6836 -1.5185 3.2599
H -2.1511 3.1339 3.1300
H -0.8357 5.1302 2.4238
H 1.2620 4.8041 1.1610
H 2.0513 2.5724 0.6067
H 2.8950 0.5052 1.1148
H 2.2075 -1.0457 0.5771
H 0.8260 0.7717 -3.6941
H 2.5277 0.4909 -3.2776
H 2.3232 -1.6022 -4.2542
H 0.5878 -1.3728 -4.4666
H 0.9291 -3.3416 -3.0639
H 1.9780 -2.4297 -1.9688
H -1.2980 -3.6223 -1.9356
H -3.1952 -2.5566 -0.7734
H -3.0758 -0.1820 -0.1243
H -1.0282 1.1227 -0.5783

Output
* HOMO: -8.7 eV

It comes down to arrangement 2, which is 168.4 kJ/mol more stable than the next structure.

Arrangement 1

The following is a DFT calculation (ωB97M-V with the def2-TZVPD basis set) of a molecular structure, C40H36INPPtS.

Atoms and positions in Å:
Pt 0.1804 -0.7199 -1.0068
I 2.7014 -1.4683 -1.1723
C 3.4111 -1.3238 0.7887
C 4.6720 -0.8113 0.8951
C 5.3864 -0.9242 2.1015
C 4.8384 -1.6373 3.1217
C 3.5297 -2.1737 3.0273
C 3.0376 -2.9468 4.1055
C 1.7806 -3.4624 4.0702
C 0.9375 -3.1257 2.9978
C 1.3497 -2.3662 1.9255
P -0.0917 -1.7130 0.9677
C -0.6654 -0.3896 2.1139
C 0.0034 -0.1198 3.3101
C -0.4412 0.8856 4.1585
C -1.5595 1.6346 3.8310
C -2.2276 1.3777 2.6420
C -1.7813 0.3842 1.7863
C -1.3221 -3.0376 1.0247
C -1.1803 -4.0872 0.1213
C -2.0872 -5.1337 0.1302
C -3.1440 -5.1294 1.0316
C -3.2937 -4.0788 1.9247
C -2.3826 -3.0316 1.9252
C 2.7250 -1.9526 1.8686
H 5.1432 -0.3506 0.0368
H 6.3766 -0.4978 2.1821
H 5.3973 -1.8174 4.0313
H 3.6913 -3.1252 4.9501
H 1.4036 -4.0774 4.8756
H -0.0936 -3.4466 3.0553
H 0.8803 -0.6800 3.5999
H 0.0922 1.0762 5.0806
H -1.9087 2.4129 4.4966
H -3.1012 1.9568 2.3715
H -2.3079 0.2016 0.8604
H -0.3718 -4.0738 -0.6008
H -1.9763 -5.9485 -0.5728
H -3.8564 -5.9439 1.0310
H -4.1208 -4.0715 2.6223
H -2.5025 -2.2118 2.6226
C -5.0440 0.5014 -0.7739
C -4.4372 -0.6949 -1.5200
C -5.0168 -2.0001 -0.9592
C -4.7491 -0.5851 -3.0174
C -2.9774 -0.6909 -1.3243
C -1.7765 -0.7070 -1.1850
H -6.1230 0.5340 -0.9361
H -4.6131 1.4388 -1.1282
H -4.8643 0.4203 0.3002
H -6.1017 -2.0117 -1.0834
H -4.7871 -2.1000 0.1027
H -4.5983 -2.8626 -1.4794
H -5.8298 -0.5515 -3.1691
H -4.3502 -1.4437 -3.5581
H -4.3108 0.3198 -3.4392
N 0.4949 1.1525 -1.9789
S 1.7443 1.6786 -2.8042
C 1.2386 3.0628 -3.7982
C 1.2945 2.9113 -5.1752
C 0.8433 3.9450 -5.9845
C 0.3357 5.1005 -5.4104
C 0.2816 5.2384 -4.0270
C 0.7378 4.2185 -3.2114
C 2.8444 2.5140 -1.6465
C 2.7079 2.2417 -0.2959
C 3.5929 2.8244 0.6032
C 4.5974 3.6634 0.1460
C 4.7255 3.9243 -1.2141
C 3.8505 3.3472 -2.1192
H -0.1226 1.8730 -1.6224
H 1.6825 1.9980 -5.6082
H 0.8874 3.8446 -7.0602
H -0.0202 5.9028 -6.0426
H -0.1114 6.1450 -3.5872
H 0.7189 4.3245 -2.1331
H 1.9076 1.5956 0.0471
H 3.4921 2.6175 1.6607
H 5.2811 4.1221 0.8478
H 5.5064 4.5830 -1.5694
H 3.9464 3.5518 -3.1787

Output
* HOMO: -10.6 eV
* charge: +1

Arrangement 2

The following is a DFT calculation (ωB97M-V with the def2-TZVPD basis set) of a molecular structure, C40H36INPPtS.

Atoms and positions in Å:
Pt -0.1486 -0.1768 -0.5700
I -1.6212 1.1304 -2.3198
C -1.6430 3.0944 -1.6166
C -2.8613 3.7088 -1.6619
C -2.9498 5.1079 -1.5264
C -1.8023 5.8361 -1.4564
C -0.5320 5.2087 -1.4120
C 0.6348 6.0113 -1.4040
C 1.8669 5.4382 -1.3595
C 1.9701 4.0448 -1.1911
C 0.8738 3.2147 -1.1626
P 1.2295 1.5916 -0.3565
C 1.2087 2.1082 1.4050
C 0.8844 3.4090 1.7921
C 0.8707 3.7636 3.1347
C 1.1882 2.8309 4.1079
C 1.5100 1.5338 3.7323
C 1.5105 1.1709 2.3960
C 2.9514 1.2425 -0.7828
C 3.2010 0.6627 -2.0248
C 4.4999 0.3701 -2.4036
C 5.5526 0.6410 -1.5380
C 5.3054 1.2058 -0.2961
C 4.0051 1.5094 0.0842
C -0.4212 3.7895 -1.3965
H -3.7564 3.1292 -1.8450
H -3.9177 5.5889 -1.5452
H -1.8364 6.9181 -1.4403
H 0.5202 7.0869 -1.4527
H 2.7643 6.0408 -1.3844
H 2.9542 3.6320 -1.0167
H 0.6338 4.1658 1.0632
H 0.6142 4.7773 3.4133
H 1.1836 3.1111 5.1530
H 1.7565 0.7942 4.4832
H 1.7484 0.1537 2.1174
H 2.3759 0.4242 -2.6865
H 4.6919 -0.0798 -3.3685
H 6.5668 0.4039 -1.8313
H 6.1243 1.4091 0.3812
H 3.8141 1.9474 1.0558
C 2.8626 -2.8650 2.9652
C 3.0880 -2.8177 1.4480
C 4.4732 -2.2271 1.1518
C 2.9897 -4.2325 0.8652
C 2.0596 -1.9617 0.8319
C 1.2226 -1.2684 0.3029
H 3.6026 -3.5178 3.4320
H 1.8681 -3.2469 3.1987
H 2.9623 -1.8701 3.4036
H 5.2494 -2.8432 1.6108
H 4.5541 -1.2139 1.5490
H 4.6526 -2.1845 0.0767
H 3.7318 -4.8810 1.3352
H 3.1719 -4.2197 -0.2097
H 1.9996 -4.6548 1.0398
N -1.4500 -1.8157 -0.4860
S -2.7032 -2.0808 -1.4293
C -3.0545 -3.8178 -1.3763
C -2.8559 -4.5438 -2.5406
C -3.0673 -5.9159 -2.5199
C -3.4612 -6.5364 -1.3448
C -3.6540 -5.7960 -0.1826
C -3.4549 -4.4274 -0.1928
C -4.1734 -1.4272 -0.6297
C -4.0213 -0.5145 0.4003
C -5.1555 0.0585 0.9630
C -6.4140 -0.2786 0.4892
C -6.5502 -1.1929 -0.5495
C -5.4277 -1.7716 -1.1179
H -1.4541 -2.3348 0.3848
H -2.5383 -4.0457 -3.4477
H -2.9218 -6.4963 -3.4206
H -3.6223 -7.6060 -1.3305
H -3.9660 -6.2877 0.7288
H -3.6241 -3.8390 0.7012
H -3.0318 -0.2636 0.7629
H -5.0495 0.7677 1.7732
H -7.2949 0.1662 0.9323
H -7.5332 -1.4590 -0.9140
H -5.5298 -2.4879 -1.9242

Output
* HOMO: -10.7 eV
* charge: +1

It comes down to arrangement 2, which is 48.0 kJ/mol more stable than the next structure.

Arrangement 1

The following is a DFT calculation (ωB97M-V with the def2-TZVPD basis set) of 12 unconnected molecules or ions with the total composition C6H35NO11.

Atoms and positions in Å:
C -2.3365 0.6789 0.8887
C -1.2159 -0.0487 1.0897
C -0.5605 -1.0969 0.2011
C 0.8075 -0.6098 -0.2716
C 1.2545 -1.7765 -1.2680
N 1.6763 -0.1943 0.9040
C 3.1757 -0.0708 0.6042
H -2.7018 1.4678 1.5460
H -2.9783 0.7409 -0.0073
H -0.7545 0.1207 2.0930
H -1.1939 -1.1954 -0.6900
H -0.3816 -2.0611 0.7658
H 0.5800 0.3745 -0.7914
H 1.2098 -2.8516 -0.9592
H 2.1479 -1.6351 -1.7544
H 0.5309 -1.6721 -2.1085
H 1.5353 -0.9689 1.6701
H 3.3885 0.9361 0.1372
H 3.7847 -0.2172 1.4640
H 3.5777 -0.9031 -0.1045
O -3.5648 -2.1844 2.0494
H -2.7852 -2.7964 2.1064
H -3.0944 -1.2749 2.1535
O -3.7918 -1.7769 -0.5659
H -3.6091 -1.9518 0.3610
H -4.7519 -1.7770 -0.7093
O 2.0547 4.1633 -1.0011
H 2.3939 3.2327 -0.9872
H 1.6171 4.2090 -0.1558
O 3.0783 1.4043 -1.8280
H 3.0637 2.0991 -2.4595
H 2.3278 0.8256 -1.9398
O 0.1461 3.0342 0.2917
H -0.4937 3.4752 0.8797
H -0.2797 2.1649 0.2295
O 2.0439 -2.8619 1.7245
H 1.9531 -2.8753 0.8040
H 3.0123 -3.0524 1.7292
O -0.0354 0.4394 -3.1096
H -0.8351 0.5213 -2.7331
H 0.1706 1.4148 -3.3315
O 1.5707 2.5575 2.3933
H 0.9774 3.1114 2.0453
H 1.8063 1.8415 1.9070
O -0.7320 3.2590 -2.1984
H -0.3412 3.3817 -1.3244
H -1.1086 4.0838 -2.5780
O -0.6942 -2.2153 2.9703
H -0.3782 -1.6165 3.7032
H 0.1016 -2.4643 2.4987
O -2.7619 -3.3567 -2.3425
H -3.3243 -2.5427 -2.5346
H -2.1584 -2.9426 -1.7872

Output
* HOMO: -9.4 eV

Arrangement 2

The following is a DFT calculation (ωB97M-V with the def2-TZVPD basis set) of 12 unconnected molecules or ions with the total composition C6H35NO11.

Atoms and positions in Å:
C 1.8668 -2.0675 1.9927
C 1.3412 -1.6786 0.8332
C 0.9389 -2.5167 -0.3451
C -0.4910 -2.2374 -0.8161
N -0.5811 -2.5509 -2.2274
C 0.0911 -1.7635 -3.2074
C -0.5815 -0.4799 -3.6884
H 2.0416 -1.2222 2.6567
H 2.1155 -3.0390 2.3913
H 1.2981 -0.6121 0.6322
H 1.1178 -3.5816 -0.1671
H 1.6917 -2.3775 -1.1299
H -0.7745 -1.2036 -0.5808
H -1.1913 -2.8264 -0.2234
H -1.4454 -2.9476 -2.5587
H 0.1538 -2.4458 -4.0630
H 1.1506 -1.6091 -2.9968
H -0.7526 0.1728 -2.8317
H 0.0637 0.0737 -4.3674
H -1.5655 -0.7085 -4.0939
O 1.8754 4.3641 0.3389
H 2.1341 3.4449 0.4412
H 0.9146 4.3347 0.3546
O -1.8642 -0.5932 1.5966
H -2.6504 -0.0019 1.4773
H -2.0922 -1.3061 2.1997
O 0.2288 1.9158 0.5378
H 0.9884 1.5055 0.0917
H 0.4672 1.6273 1.4355
O 3.3086 0.1068 -1.2836
H 4.2609 0.0618 -1.1949
H 2.8609 -0.5470 -0.7380
O -3.9747 0.8823 0.8893
H -4.0056 0.8153 -0.0682
H -3.6104 1.7897 0.9598
O 2.9010 0.4498 1.4931
H 2.6431 -0.0001 2.2978
H 3.7293 0.9169 1.4039
O -2.3157 2.9782 0.7752
H -1.4579 3.2019 0.4055
H -2.4732 3.7414 1.3441
O -3.4699 -1.0929 -1.5236
H -4.0452 -0.3486 -1.7358
H -2.8188 -0.6830 -0.9408
O 0.4690 -1.4329 4.9266
H 0.5306 -0.5602 4.4977
H -0.2950 -1.8376 4.5065
O -0.0428 0.3122 2.8481
H -0.8502 0.0432 2.3608
H 0.6613 -0.0528 2.3050
O 0.1576 3.7906 -2.5900
H 0.8146 4.4722 -2.7840
H 0.5330 3.3232 -1.8366

Output
* HOMO: -8.2 eV

It comes down to arrangement 2, which is 127.2 kJ/mol more stable than the next structure.

Arrangement 1

The following is a DFT calculation (ωB97M-V with the def2-TZVPD basis set) of 2 unconnected molecules or ions with the total composition C5H14.

Atoms and positions in Å:
C 1.2019 0.4621 -1.0086
C 0.4506 1.7981 -0.8877
C 0.3183 2.3178 0.5481
H 1.9961 0.5336 -1.7586
H 0.5772 -0.3451 -1.3766
H 1.7011 0.2077 -0.0773
H 0.7286 2.5366 -1.6350
H -0.5847 1.5778 -1.1940
H -0.5965 2.2335 1.1293
H 1.0906 1.8892 1.1847
H 0.6435 3.3638 0.5457
C -0.7960 -1.5600 1.0122
C -1.1071 -2.8291 0.2398
H 0.2435 -1.5470 1.3615
H -0.8613 -0.6803 0.3845
H -1.3541 -1.3551 1.9255
H -2.0580 -2.7508 -0.2723
H -0.3863 -2.9340 -0.5701
H -1.3045 -3.6744 0.8996

Output
* HOMO: -11.0 eV

Arrangement 2

The following is a DFT calculation (ωB97M-V with the def2-TZVPD basis set) of 2 unconnected molecules or ions with the total composition C5H14.

Atoms and positions in Å:
C 1.2368 0.1625 -1.2000
C 0.1240 1.0253 -1.9670
C -1.0066 0.1096 -2.4054
H 1.1561 -0.8522 -1.5464
H 2.0350 0.7302 -1.6900
H 1.1072 0.3618 -0.1462
H 0.6053 1.4654 -2.8364
H -0.3172 1.8176 -1.3555
H -1.5656 -0.1964 -1.5232
H -0.8276 -0.9080 -2.7906
H -1.6692 0.5445 -3.1540
C 0.5349 -0.7891 2.2213
C -0.6889 -0.3214 2.9367
H 0.4598 -1.8432 1.9061
H 0.5346 -0.2148 1.2965
H 1.4440 -0.6895 2.8144
H -1.0088 -0.8312 3.8547
H -0.5346 0.7175 3.2352
H -1.6190 -0.2885 2.3499

Output
* HOMO: -10.7 eV

It comes down to arrangement 1, which is 35.4 kJ/mol more stable than the next structure.